<A>
# C6H6N

A molecular structure, C6H6N (wB97M-V/def2-TZVPD, OMol25).

Structure (XYZ):
```
13
Properties=species:S:1:pos:R:3
C -0.1500 0.5979 0.1140
C 0.2884 1.0755 -1.2247
C -0.1445 -1.0170 -0.4388
C 1.0198 -0.0860 -0.7436
C -0.5768 -1.1648 0.9091
C -0.0858 0.0572 1.5762
N -1.2942 0.1486 0.8840
H -0.4615 0.9955 -1.9640
H 0.8476 2.0996 -1.4238
H -0.7781 -1.4136 -1.1691
H 1.9890 0.0055 -0.4469
H -0.9188 -2.0013 1.5284
H 0.2648 0.7030 2.3990
```

Values from the calculation:
molar mass = 92.12 g/mol
lowest unoccupied orbital energy = -5.48 eV
total charge = +1
orbital gap = 9.5268 eV
spin multiplicity = 1

<B>
# C6H6N

A gas-phase ion, C6H6N (charge +1) (wB97M-V/def2-TZVPD, OMol25).

Structure (XYZ):
```
13
Properties=species:S:1:pos:R:3
C 1.7653 0.2489 -0.0012
C -0.4931 1.3302 -0.0476
C -0.5608 -0.9453 0.1880
C 0.3011 0.1459 0.0413
C 3.1050 0.2225 0.0344
C -1.9436 -0.4592 0.0493
N -1.7177 0.9881 0.0603
H -0.3113 -1.9109 0.0929
H 3.6795 -0.1897 -0.8985
H 3.6582 0.6608 0.9418
H -2.1864 -0.8317 -0.9579
H -2.7978 -0.8624 0.6525
H -2.4983 1.6028 -0.1553
```

Values from the calculation:
molar mass = 92.12 g/mol
lowest unoccupied orbital energy = -6.91 eV
total charge = +1
orbital gap = 5.7530 eV
spin multiplicity = 1

<C>
# C6H6N

A gas-phase ion, C6H6N (charge +1) (wB97M-V/def2-TZVPD, OMol25).

Structure (XYZ):
```
13
Properties=species:S:1:pos:R:3
C 0.4136 1.8074 0.0665
C 0.1534 -0.9504 0.0808
C 2.0205 0.4545 -0.2715
C -1.8318 0.4461 0.1433
C -1.0983 -0.8754 -0.1950
C -0.7073 1.3658 0.1013
N 1.3281 -0.5636 0.3868
H 1.9517 0.5106 -1.3466
H 2.9138 0.8104 0.2138
H -2.5860 0.6352 -0.6227
H -2.3169 0.4007 1.1214
H -1.6876 -1.6436 -0.6731
H 1.7175 -0.8614 1.2857
```

Values from the calculation:
molar mass = 92.12 g/mol
lowest unoccupied orbital energy = -6.24 eV
total charge = +1
orbital gap = 8.0348 eV
spin multiplicity = 1

<D>
# C6H6N

A gas-phase ion, C6H6N (charge +1) (wB97M-V/def2-TZVPD, OMol25).

Structure (XYZ):
```
13
Properties=species:S:1:pos:R:3
C 2.6082 0.0697 0.2498
C 3.8031 0.0840 0.2371
C 1.1777 0.1948 0.7037
C 0.2727 1.0565 -0.1116
C 0.2121 -0.9808 0.3702
C -0.6334 -0.0853 -0.2255
N -2.0862 -0.1200 -0.6789
H 1.3217 0.2405 1.8550
H 0.2912 1.7798 -0.8287
H 0.1214 -2.0249 0.8256
H -2.5225 0.7004 -0.2668
H -2.4745 -1.1105 -0.4322
H -2.0915 0.1958 -1.6975
```

Values from the calculation:
molar mass = 92.12 g/mol
lowest unoccupied orbital energy (alpha / beta) = -5.02 / -5.72 eV
total charge = +1
orbital gap (alpha / beta) = 9.0621 / 7.1063 eV
spin multiplicity = 1

Top of the stability list: <B>, leading by 0.0547 hartree.